Entry 1:
C5H6O2 | ωB97M-V/def2-TZVPD

Summary:
* charge: 0
* orbital gap: 0.3352 Ha
* maximum force: 1.59 eV/A
* structure (SMILES): CC1=COCC1=O
* E_HOMO: -8.62 eV
* LUMO: 0.01844 Eh
* energy relative to the best compared isomer or geometry (same formula, charge and spin): 76.7 kcal per mole

Last column: Löwdin charge in e.
CARTESIAN COORDINATES (ANGSTROEM)
O1 1.1410 1.9526 0.8165  0.0903
O2 0.7715 -1.1517 -0.8059  -0.0012
C1 -0.5697 0.7041 -0.4760  -0.1545
C2 -0.3577 -0.5099 -1.0506  -0.1557
C3 0.7553 1.0206 0.1487  -0.3708
C4 1.6417 -0.2060 -0.1493  -0.0449
C5 -1.5399 0.0400 0.5920  -0.0495
H1 -1.1165 -1.0391 -1.6151  0.1476
H2 -2.4884 -0.3815 0.2433  0.0885
H3 2.0393 -0.6430 0.7718  0.1421
H4 -1.0325 -0.7218 1.2306  0.1019
H5 2.4514 -0.0008 -0.8490  0.1389
H6 -1.6954 0.9364 1.1428  0.0673

---

Entry 2:
C5H6O2 | ωB97M-V/def2-TZVPD

Summary:
* charge: 0
* orbital gap: 0.3562 Ha
* maximum force: 0.53 eV/A
* structure (SMILES): O=C1CC=C(O)C1
* E_HOMO: -9.00 eV
* LUMO: 0.02560 Eh
* energy relative to the best compared isomer or geometry (same formula, charge and spin): 11.5 kcal per mole

Last column: Löwdin charge in e.
CARTESIAN COORDINATES (ANGSTROEM)
O1 0.7538 2.0292 0.9895  0.0633
O2 0.7035 -2.3996 -0.7809  0.0931
C1 0.2902 0.9082 0.3858  -0.3575
C2 1.2667 -0.1306 -0.0873  -0.0272
C3 -0.9798 0.5854 0.1336  -0.0456
C4 0.3425 -1.2903 -0.4755  -0.3688
C5 -1.1120 -0.8152 -0.3978  -0.1023
H1 -1.5928 -0.9088 -1.3812  0.1234
H2 -0.0182 2.4777 1.3683  0.1149
H3 1.8040 0.2099 -0.9807  0.1389
H4 -1.6651 -1.4748 0.2841  0.1231
H5 2.0269 -0.4425 0.6354  0.1342
H6 -1.8198 1.2515 0.3068  0.1105

---

Entry 3:
C5H6O2 | ωB97M-V/def2-TZVPD

Summary:
* charge: 0
* orbital gap: 0.3972 Ha
* maximum force: 1.33 eV/A
* structure (SMILES): C#C[C@@H](C)OC=O
* E_HOMO: -10.20 eV
* LUMO: 0.02221 Eh
* energy relative to the best compared isomer or geometry (same formula, charge and spin): 68.2 kcal per mole

Last column: Löwdin charge in e.
CARTESIAN COORDINATES (ANGSTROEM)
O1 2.2071 0.3093 0.8154  0.0739
O2 0.8377 -0.6287 -0.7399  0.0024
C1 2.0262 -0.2815 -0.2170  -0.3267
C2 -0.5162 1.2757 -0.2909  -0.0514
C3 -1.5140 -1.0220 -0.2919  -0.0372
C4 -0.2270 2.2147 0.4064  0.1453
C5 -0.3141 -0.1685 -0.0169  -0.4197
H1 -1.3416 -2.0193 0.1151  0.0866
H2 -1.7215 -1.0605 -1.3617  0.0895
H3 -2.3672 -0.5622 0.2204  0.0940
H4 0.1624 2.7944 1.2004  0.0530
H5 -0.0582 -0.2164 1.0461  0.1422
H6 2.8263 -0.6350 -0.8854  0.1480

---

Entry 4:
C5H6O2 | ωB97M-V/def2-TZVPD

Summary:
* charge: 0
* orbital gap: 0.3158 Ha
* maximum force: 0.53 eV/A
* E_HOMO: -9.37 eV
* LUMO: -0.02841 Eh
* energy relative to the best compared isomer or geometry (same formula, charge and spin): 69.3 kcal per mole

Last column: Löwdin charge in e.
CARTESIAN COORDINATES (ANGSTROEM)
O1 1.0116 0.6613 0.4444  0.0379
O2 0.8821 2.6566 -0.5903  0.1208
C1 0.6537 -1.7407 0.1060  -0.0328
C2 -1.2371 -0.1774 0.1334  0.1500
C3 0.3669 1.6278 -0.2518  -0.4791
C4 -1.0573 1.1456 -0.5099  -0.1103
C5 0.1099 -0.4394 0.7072  -0.3981
H1 0.0338 -0.5513 1.7991  0.1609
H2 -1.8251 1.8385 -0.1337  0.1423
H3 1.6695 -1.9296 0.4636  0.0883
H4 -1.2885 1.1597 -1.5852  0.1435
H5 -0.0008 -2.5637 0.4043  0.0865
H6 0.6814 -1.6874 -0.9871  0.0900

---

Entry 5:
C5H6O2 | ωB97M-V/def2-TZVPD

Summary:
* charge: 0
* orbital gap: 0.3534 Ha
* maximum force: 1.37 eV/A
* E_HOMO: -8.70 eV
* LUMO: 0.03381 Eh
* energy relative to the best compared isomer or geometry (same formula, charge and spin): 51.9 kcal per mole

Last column: Löwdin charge in e.
CARTESIAN COORDINATES (ANGSTROEM)
O1 2.0007 0.9756 -0.7650  -0.0231
O2 -1.3535 2.9731 0.2034  0.0731
C1 -0.5220 -0.5387 1.0057  -0.1182
C2 -0.2674 2.6642 0.3043  0.0595
C3 1.2003 -0.0926 -1.0256  -0.1651
C4 0.2289 -0.5625 -0.2605  -0.2579
C5 -0.8036 -1.5848 -0.0729  -0.1045
H1 -0.0238 -0.8671 1.9179  0.1028
H2 -1.2843 0.2232 1.1681  0.0791
H3 1.6268 1.4524 -0.0097  0.0315
H4 -1.7442 -1.4859 -0.6129  0.1002
H5 1.4535 -0.5426 -1.9816  0.1223
H6 -0.5113 -2.6142 0.1287  0.1002

---

Entry 6:
C5H6O2 | ωB97M-V/def2-TZVPD

Summary:
* charge: 0
* orbital gap: 0.3472 Ha
* maximum force: 1.42 eV/A
* E_HOMO: -8.61 eV
* LUMO: 0.03081 Eh
* energy relative to the best compared isomer or geometry (same formula, charge and spin): 51.4 kcal per mole

Last column: Löwdin charge in e.
CARTESIAN COORDINATES (ANGSTROEM)
O1 1.8644 0.9938 -1.0348  -0.0149
O2 -1.1400 3.1006 1.0735  0.0749
C1 0.2398 -0.6222 -0.3310  -0.2487
C2 -0.6872 -1.7058 0.0002  -0.1072
C3 -0.1712 2.7431 0.6058  0.0673
C4 -0.7049 -0.3903 0.7699  -0.1351
C5 1.2424 -0.2119 -1.0881  -0.1588
H1 1.6771 -0.8394 -1.8615  0.1219
H2 1.4038 1.5503 -0.3877  0.0103
H3 -0.3353 -0.3994 1.7931  0.1039
H4 -0.3075 -2.5866 0.5148  0.1005
H5 -1.5583 0.2667 0.6153  0.0855
H6 -1.5230 -1.8988 -0.6694  0.1005

---

Entry 7:
C5H6O2 | ωB97M-V/def2-TZVPD

Summary:
* charge: 0
* orbital gap: 0.4038 Ha
* maximum force: 1.78 eV/A
* structure (SMILES): C#C[C@@H](C)OC=O
* E_HOMO: -10.26 eV
* LUMO: 0.02696 Eh
* energy relative to the best compared isomer or geometry (same formula, charge and spin): 58.4 kcal per mole

Last column: Löwdin charge in e.
CARTESIAN COORDINATES (ANGSTROEM)
O1 3.0429 -0.3485 -0.6491  0.0845
O2 0.9939 -0.7539 0.2087  -0.0032
C1 -1.3063 -1.2218 -0.0055  -0.0338
C2 -0.2656 2.1616 -0.1252  0.1360
C3 -0.3168 -0.2947 0.6644  -0.3705
C4 -0.6052 1.1160 0.3788  -0.0624
C5 1.9136 0.0085 -0.4415  -0.3174
H1 -2.3083 -1.1280 0.4125  0.0890
H2 -0.9174 -2.2281 0.1382  0.0871
H3 -1.3423 -0.9934 -1.0772  0.0970
H4 -0.1503 3.1414 -0.4981  0.0405
H5 1.5030 0.9587 -0.7514  0.1027
H6 -0.2412 -0.4178 1.7456  0.1506

---

Entry 8:
C5H6O2 | ωB97M-V/def2-TZVPD

Summary:
* charge: 0
* orbital gap (spin up / spin down): 0.2887 / 0.2888 Ha
* maximum force: 0.72 eV/A
* E_HOMO (spin up / spin down): -8.03 / -8.04 eV
* LUMO (spin up / spin down): -0.00651 / -0.00650 Eh
* energy relative to the best compared isomer or geometry (same formula, charge and spin): 120.5 kcal per mole

Last column: Löwdin charge in e.
CARTESIAN COORDINATES (ANGSTROEM)
O1 -2.2198 -0.9268 0.7753  -0.1775
O2 0.9595 0.0763 1.0246  0.1052
C1 -0.3303 0.0909 0.6506  -0.1146
C2 1.0313 -0.6128 -1.2485  -0.0003
C3 -0.0945 0.3172 -0.7763  -0.0687
C4 -1.5368 -0.0217 1.4848  -0.4048
C5 1.3422 0.4889 -0.3304  -0.1638
H1 -1.2622 -0.2892 2.5283  0.1295
H2 -0.7248 0.8700 -1.4595  0.1563
H3 2.0437 1.3106 -0.4293  0.1622
H4 1.0701 -1.6417 -0.9012  0.1304
H5 1.3137 -0.4554 -2.2875  0.1240
H6 -1.9401 1.0098 1.5515  0.1220

---

Entry 9:
C5H6O2 | ωB97M-V/def2-TZVPD

Summary:
* charge: 0
* orbital gap: 0.3906 Ha
* maximum force: 0.58 eV/A
* structure (SMILES): O=CCC#CCO
* E_HOMO: -9.96 eV
* LUMO: 0.02452 Eh
* energy relative to the best compared isomer or geometry (same formula, charge and spin): 57.1 kcal per mole

Last column: Löwdin charge in e.
CARTESIAN COORDINATES (ANGSTROEM)
O1 -3.6182 -0.3473 -0.6767  0.0545
O2 2.8152 0.9573 -0.8986  -0.0583
C1 -2.5096 0.0835 -0.4840  -0.2540
C2 0.9259 0.1513 0.4012  0.0128
C3 2.3630 0.0635 0.0929  -0.2802
C4 -0.2564 0.0127 0.5902  -0.0373
C5 -1.6646 -0.3559 0.7046  -0.1568
H1 -2.1341 0.0255 1.6182  0.1277
H2 2.9644 0.2739 0.9786  0.1208
H3 2.5482 -0.9847 -0.1841  0.1227
H4 -2.0477 0.8144 -1.1766  0.1257
H5 2.3479 0.7529 -1.7207  0.0926
H6 -1.7339 -1.4471 0.7550  0.1299

---

Entry 10:
C5H6O2 | ωB97M-V/def2-TZVPD

Summary:
* charge: 0
* orbital gap (spin up / spin down): 0.3254 / 0.3254 Ha
* maximum force: 0.77 eV/A
* E_HOMO (spin up / spin down): -9.54 / -9.54 eV
* LUMO (spin up / spin down): -0.02521 / -0.02519 Eh
* energy relative to the best compared isomer or geometry (same formula, charge and spin): 131.2 kcal per mole

Last column: Löwdin charge in e.
CARTESIAN COORDINATES (ANGSTROEM)
O1 -0.7540 0.9496 -1.1578  -0.0633
O2 1.6504 1.2326 -0.7243  0.0030
C1 -1.3102 -0.4303 0.7922  -0.0981
C2 1.0395 0.2243 1.3727  0.0233
C3 1.6228 0.1416 0.0228  -0.2622
C4 -0.8020 -0.2307 -0.7350  -0.3292
C5 -0.1452 -0.0105 1.5444  -0.0090
H1 0.5272 -0.5783 -0.5353  0.1384
H2 2.4659 -0.5309 -0.1559  0.1363
H3 0.6559 1.4913 -0.8658  0.1001
H4 -1.1516 -1.0254 -1.4220  0.1293
H5 -1.6197 -1.4640 0.9817  0.1120
H6 -2.1793 0.2309 0.8822  0.1193

---

Entry 11:
C5H6O2 | ωB97M-V/def2-TZVPD

Summary:
* charge: 0
* orbital gap (spin up / spin down): 0.2809 / 0.2809 Ha
* maximum force: 0.41 eV/A
* E_HOMO (spin up / spin down): -7.61 / -7.61 eV
* LUMO (spin up / spin down): 0.00137 / 0.00139 Eh
* energy relative to the best compared isomer or geometry (same formula, charge and spin): 100.7 kcal per mole

Last column: Löwdin charge in e.
CARTESIAN COORDINATES (ANGSTROEM)
O1 -0.4749 0.6313 0.6686  -0.0829
O2 -2.3780 0.6645 -0.6195  0.0716
C1 -1.4569 -0.0063 -0.2228  -0.4703
C2 0.6447 -0.2814 0.8382  -0.1843
C3 -0.9401 -1.3135 -0.4172  -0.0133
C4 0.8306 1.4508 -0.2580  0.1363
C5 0.2816 -1.4636 0.2259  -0.0749
H1 0.8275 0.9445 -1.2197  0.1011
H2 0.8809 -2.3664 0.2527  0.1148
H3 1.8208 1.5933 0.1684  0.0726
H4 -1.4816 -2.0685 -0.9697  0.1107
H5 0.2463 2.3705 -0.2515  0.0896
H6 1.1807 -0.1360 1.7669  0.1289

---

Entry 12:
C5H6O2 | ωB97M-V/def2-TZVPD

Summary:
* charge: 0
* orbital gap: 0.3640 Ha
* maximum force: 0.40 eV/A
* E_HOMO: -8.87 eV
* LUMO: 0.03792 Eh
* energy relative to the best compared isomer or geometry (same formula, charge and spin): 68.2 kcal per mole

Last column: Löwdin charge in e.
CARTESIAN COORDINATES (ANGSTROEM)
O1 1.0590 -1.2089 -0.0089  -0.0180
O2 -1.1810 -0.2764 0.9673  -0.0638
C1 -1.2852 -0.6094 -0.4110  -0.1298
C2 0.5435 0.8594 -0.2913  -0.0743
C3 1.2641 0.0090 0.6975  -0.1811
C4 0.1496 -0.4998 -0.8958  -0.2091
C5 -0.0790 0.5925 1.0603  -0.1896
H1 0.3424 -0.7417 -1.9417  0.1563
H2 -0.1587 1.2882 1.8891  0.1551
H3 0.8035 1.7625 -0.8296  0.1371
H4 2.1943 0.2162 1.2182  0.1503
H5 -1.8553 0.1762 -0.9366  0.1346
H6 -1.7970 -1.5679 -0.5176  0.1323